1.
Entry from the Open Molecules 2025 dataset: a gas-phase ion, C19H24ClN4O2S (charge +1) (ωB97M-V/def2-TZVPD).

Its structure (SMILES) is CC[NH+](CC)CCn1c(NS(=O)(=O)c2ccc(Cl)cc2)nc2ccccc21.

```
! wB97M-V def2-TZVPD RIJCOSX def2/J DEFGRID3
* xyz 1 1
C -3.91 -1.40 1.06
C -2.51 -0.85 1.26
N -1.44 -1.50 0.45
C -1.12 -2.91 0.86
C -1.91 -4.01 0.17
C -1.59 -1.38 -1.01
C -1.83 0.04 -1.53
N -0.94 1.05 -1.01
C 0.42 1.14 -1.19
N 1.12 0.03 -1.66
S 1.80 -0.87 -0.39
O 0.98 -0.52 0.75
O 1.70 -2.25 -0.77
C 3.48 -0.36 -0.18
C 3.75 0.98 0.04
C 5.07 1.37 0.22
C 6.08 0.42 0.18
Cl 7.71 0.90 0.41
C 5.79 -0.93 -0.04
C 4.48 -1.32 -0.22
N 0.94 2.25 -0.76
C -0.12 2.99 -0.29
C -0.14 4.27 0.27
C -1.36 4.77 0.66
C -2.54 4.04 0.50
C -2.54 2.78 -0.05
C -1.31 2.26 -0.45
H -4.01 -2.41 1.45
H -4.21 -1.39 0.02
H -4.61 -0.77 1.61
H -2.49 0.22 1.02
H -2.22 -0.95 2.31
H -0.55 -0.98 0.68
H -1.25 -2.96 1.94
H -0.06 -3.06 0.64
H -1.63 -4.12 -0.87
H -2.99 -3.86 0.24
H -1.67 -4.94 0.67
H -0.66 -1.77 -1.45
H -2.42 -2.00 -1.35
H -2.85 0.37 -1.29
H -1.75 0.00 -2.62
H 1.80 0.25 -2.38
H 2.95 1.70 0.06
H 5.31 2.41 0.40
H 6.59 -1.65 -0.07
H 4.21 -2.35 -0.40
H 0.78 4.83 0.38
H -1.41 5.75 1.10
H -3.47 4.48 0.81
H -3.47 2.23 -0.18
*
```



2.
Entry from the Open Molecules 2025 dataset: a single C19H24ClNO2 molecule in a non-equilibrium geometry (ωB97M-V/def2-TZVPD).

The calculation puts the relative energy (zero: lowest compared OMol25 entry of this formula, charge and spin) at 449.2 kcal per mole. Its structure (SMILES) is CCOCCCNCc1ccc(OCc2ccccc2Cl)cc1.

```
! wB97M-V def2-TZVPD RIJCOSX def2/J DEFGRID3
* xyz 0 1
C 0.59 2.40 0.36
C 2.09 1.99 0.72
O 2.96 2.16 -0.42
C 4.20 1.74 -0.15
C 4.46 0.11 -0.01
C 3.88 -0.65 -0.98
N 3.92 -2.13 -0.69
C 3.15 -2.53 0.14
C 1.81 -2.16 0.12
C 1.05 -1.37 1.24
C -0.30 -1.02 1.01
C -0.84 -1.37 -0.21
O -2.16 -0.80 -0.25
C -2.72 -0.02 0.66
C -4.21 0.32 0.31
C -4.51 1.60 -0.20
C -5.81 2.06 -0.46
C -6.67 1.12 -0.78
C -6.47 -0.27 -0.38
C -5.17 -0.51 -0.28
Cl -4.77 -2.32 0.30
C -0.18 -1.67 -1.16
C 1.08 -2.23 -1.20
H 0.46 3.45 -0.25
H 0.33 1.63 -0.47
H -0.05 2.30 1.17
H 1.81 0.94 1.16
H 2.25 2.54 1.54
H 4.58 2.30 0.89
H 4.55 2.17 -0.78
H 3.91 0.03 1.08
H 5.39 0.29 0.38
H 2.92 -0.30 -1.41
H 4.52 -0.30 -1.66
H 4.95 -2.27 -0.86
H 3.22 -3.71 0.14
H 3.64 -2.10 1.27
H 1.59 -1.62 2.15
H -0.64 -0.65 2.01
H -2.28 0.88 1.02
H -2.98 -0.85 1.44
H -3.67 2.31 0.13
H -5.97 2.97 -0.74
H -7.59 1.45 -1.27
H -7.14 -1.26 -0.72
H -0.70 -1.98 -2.08
H 1.53 -2.67 -1.80
*
```



3.
Entry from the Open Molecules 2025 dataset: a molecular structure, C19H24ClNZr in a non-equilibrium geometry (ωB97M-V/def2-TZVPD).

```
! wB97M-V def2-TZVPD RIJCOSX def2/J DEFGRID3
* xyz 2 1
C -1.69 -4.46 0.55
C -2.22 -4.12 1.90
C -2.65 -4.62 -0.57
C -0.35 -5.08 0.44
Cl -0.67 -1.25 -0.28
H -3.15 -5.60 -0.56
H -2.15 -4.54 -1.54
H -3.44 -3.87 -0.54
H -2.62 -5.00 2.42
H -3.03 -3.39 1.84
H -1.44 -3.71 2.55
H -0.38 -6.16 0.67
H 0.36 -4.65 1.15
H 0.06 -4.99 -0.56
C -0.87 3.42 -0.53
C -1.51 2.84 -1.65
C -2.29 1.75 -1.21
H -1.42 3.19 -2.67
C -2.15 1.66 0.19
C -1.28 2.69 0.61
H -0.98 2.90 1.62
H -0.23 4.28 -0.53
H -2.89 1.10 -1.83
H -2.58 0.91 0.82
C 2.42 1.43 -1.73
C 1.59 2.15 -2.62
C 0.78 1.22 -3.31
H 1.57 3.22 -2.74
C 1.10 -0.07 -2.85
C 2.11 0.06 -1.86
H 2.55 -0.75 -1.31
H 3.17 1.85 -1.08
H 0.04 1.46 -4.05
H 0.63 -0.99 -3.16
Zr 0.08 1.11 -0.89
C 2.76 2.76 3.03
C 2.09 1.53 3.11
C 1.36 1.07 2.00
N 1.29 1.82 0.87
C 1.94 3.03 0.80
C 2.68 3.51 1.87
H 3.33 3.12 3.88
H 2.15 0.94 4.01
H 0.84 0.13 2.05
H 1.88 3.62 -0.10
H 3.19 4.47 1.80
*
```



4.
Entry from the Open Molecules 2025 dataset: a molecular structure, C19H24CuO2 in a non-equilibrium geometry (ωB97M-V/def2-TZVPD).

```
! wB97M-V def2-TZVPD RIJCOSX def2/J DEFGRID3
* xyz 1 1
C 4.11 -0.85 -0.39
C 4.27 0.45 -1.41
C 2.95 0.70 -2.34
C 1.60 1.16 -1.47
C 1.40 2.79 -1.53
C 0.26 3.37 -0.48
C 0.63 2.87 1.03
C -0.54 2.01 1.79
C -1.39 0.98 0.84
C -1.58 -0.53 1.42
C -1.03 -1.13 2.84
C -1.26 -2.70 3.30
C -2.07 -3.73 2.29
C -2.68 -3.19 0.86
C -2.43 -1.59 0.45
C -3.10 -1.14 -1.01
O -3.63 0.05 -1.28
C -3.17 -2.27 -2.21
C -3.37 -3.70 -1.80
C -3.51 -4.17 -0.21
O -4.23 -5.23 0.18
H 3.02 -1.28 -0.39
H 4.86 -1.74 -0.66
H 4.43 -0.51 0.70
H 4.59 1.36 -0.75
H 5.22 0.19 -2.09
H 2.67 -0.32 -2.85
H 3.21 1.45 -3.20
H 0.67 0.57 -1.94
H 1.75 0.71 -0.40
H 2.39 3.36 -1.28
H 1.14 3.05 -2.66
H -0.85 3.16 -0.82
H 0.38 4.56 -0.51
H 0.79 3.86 1.68
H 1.63 2.26 1.13
H -1.32 2.81 2.20
H -0.05 1.53 2.74
H -2.48 1.44 0.71
H -0.97 0.88 -0.26
H -0.46 -0.44 3.59
H -0.83 -3.07 4.35
H -2.20 -4.87 2.60
H -3.08 -1.88 -3.31
H -3.42 -4.49 -2.69
Cu -2.33 3.25 3.25
*
```



5.
Entry from the Open Molecules 2025 dataset: 3 unconnected molecules or ions with the total composition C19H24F6N6O9P in a non-equilibrium geometry (ωB97M-V/def2-TZVPD).

The calculation puts the relative energy (zero: lowest compared OMol25 entry of this formula, charge and spin) at 23.8 kcal per mole.

```
! wB97M-V def2-TZVPD RIJCOSX def2/J DEFGRID3
* xyz 1 1
N 3.98 1.91 7.48
P 4.32 2.54 5.92
O 5.83 1.98 5.60
C 3.08 1.67 4.81
N 1.82 1.66 5.24
C 1.10 1.02 4.29
N -0.20 0.77 4.34
C -0.97 0.05 3.35
C -0.97 -1.33 3.45
C -1.63 -2.12 2.54
C -2.31 -1.51 1.50
C -2.32 -0.14 1.43
C -1.66 0.66 2.33
N 1.94 0.69 3.30
O 1.78 0.08 2.10
N 1.10 1.02 1.19
O 0.98 0.53 0.16
N 3.20 1.08 3.62
C 4.42 0.94 2.83
C 4.81 -0.50 2.50
O 5.86 -0.98 3.36
C 5.67 -2.35 3.55
O 5.67 -3.14 2.64
H 3.04 2.17 7.76
H 4.10 0.90 7.51
H 5.80 1.02 5.48
H -0.70 1.11 5.15
H -0.41 -1.80 4.25
H -1.57 -3.20 2.66
H -2.82 -2.16 0.78
H -2.86 0.31 0.60
H -1.66 1.74 2.23
H 4.27 1.49 1.89
H 5.27 1.42 3.31
H 5.10 -0.54 1.44
H 3.95 -1.18 2.57
H 5.49 -2.69 4.59
C -5.24 1.12 -4.72
C -6.19 0.58 -3.67
O -5.79 -0.75 -3.26
C -4.85 -0.82 -2.34
O -4.30 0.11 -1.82
C -4.57 -2.28 -1.98
F -4.51 -3.07 -3.05
F -5.54 -2.78 -1.19
F -3.42 -2.41 -1.32
H -5.18 0.43 -5.56
H -5.59 2.09 -5.08
H -4.24 1.24 -4.32
H -7.19 0.49 -4.08
H -6.25 1.24 -2.81
C 1.60 -1.09 -6.55
C 1.23 -0.33 -5.29
O 0.28 0.72 -5.59
C -0.99 0.35 -5.65
O -1.41 -0.76 -5.49
C -1.88 1.57 -5.93
F -1.37 2.36 -6.87
F -2.02 2.32 -4.82
F -3.10 1.21 -6.33
H 1.96 -0.41 -7.31
H 2.37 -1.83 -6.33
H 0.73 -1.61 -6.96
H 2.10 0.17 -4.88
H 0.83 -0.99 -4.52
*
```



Listing E_HOMO for the structures above in their given order: -0.42435 -0.28752 -0.54608 -0.42408 -0.45796 hartree.
Listing E_LUMO for the structures above in their given order: -2.56 0.67 -8.07 -6.29 -4.09 eV.
Listing gap between HOMO and LUMO for the structures above in their given order: 9.0 8.5 6.8 5.2 8.4 eV.